Record 1
153
Properties=species:S:1:pos:R:3 method="wB97M-V/def2-TZVPD" lumo_ev="-2.727 / -8.081" relative_energy_kcal_mol=90.9 e_homo_ev="-10.288 / -10.288" gap_ev="7.56 / 2.21" total_charge=+1 multiplicity=2 e_tot_ha=-2600.2598 s_squared=0.7539
C -2.431 -0.715 0.878
C -0.898 -0.762 1.039
C -0.096 -0.173 -0.180
O -0.377 1.159 -0.323
C 0.422 1.875 -1.359
N -0.593 0.196 2.128
H -2.683 0.343 0.805
H -2.970 -1.138 1.725
H -2.621 -1.149 -0.103
H -0.455 -1.731 1.271
H 0.015 -0.839 -1.035
H 0.966 -0.209 0.065
H 0.796 1.264 -2.181
H 1.372 2.119 -0.885
H -0.035 2.813 -1.673
H 0.395 0.264 2.326
H -0.814 1.124 1.797
C 1.578 -2.773 -3.270
C 2.159 -1.990 -4.429
C 3.256 -1.031 -4.210
O 2.772 0.041 -3.351
C 3.729 0.775 -2.619
N 2.460 -2.980 -5.422
H 1.032 -3.652 -3.614
H 0.803 -2.168 -2.799
H 2.440 -3.087 -2.682
H 1.322 -1.397 -4.798
H 3.682 -0.682 -5.150
H 4.076 -1.519 -3.683
H 3.340 1.768 -2.396
H 4.724 0.886 -3.052
H 3.863 0.306 -1.644
H 2.389 -2.363 -6.218
H 1.665 -3.569 -5.626
C 4.027 -8.762 1.540
C 4.063 -7.269 1.390
C 2.730 -6.486 1.783
O 2.783 -5.011 1.795
C 1.532 -4.444 2.036
N 5.198 -6.694 2.096
H 4.053 -9.015 2.600
H 4.904 -9.197 1.061
H 3.065 -9.111 1.165
H 4.307 -7.030 0.355
H 2.205 -7.074 2.535
H 1.993 -6.701 1.010
H 1.671 -3.388 2.268
H 1.320 -4.941 2.982
H 0.843 -4.612 1.208
H 5.161 -5.713 1.856
H 6.002 -7.084 1.625
C 8.168 -0.001 1.053
C 7.476 1.384 1.225
C 6.298 1.673 0.167
O 6.076 3.038 0.076
C 5.003 3.437 -0.817
N 6.923 1.508 2.554
H 8.862 0.096 0.217
H 7.457 -0.746 0.699
H 8.794 -0.378 1.862
H 8.183 2.192 1.031
H 5.384 1.128 0.403
H 6.657 1.239 -0.766
H 3.999 3.190 -0.472
H 5.034 3.150 -1.868
H 5.107 4.519 -0.898
H 7.394 2.277 3.009
H 6.010 1.865 2.313
C 2.941 0.306 2.638
C 2.515 -0.322 3.993
C 3.633 -1.068 4.699
O 3.015 -1.865 5.765
C 3.973 -2.516 6.612
N 2.068 0.781 4.794
H 2.059 0.863 2.324
H 3.235 -0.446 1.905
H 3.766 1.011 2.741
H 1.700 -1.021 3.808
H 4.434 -0.400 5.012
H 4.223 -1.583 3.940
H 3.720 -3.557 6.811
H 3.935 -1.988 7.565
H 4.956 -2.368 6.164
H 2.821 1.438 4.942
H 1.768 0.465 5.706
C -4.340 2.723 4.129
C -4.789 1.685 5.120
C -6.212 1.769 5.738
O -6.473 0.666 6.463
C -7.816 0.425 6.874
N -4.680 0.388 4.533
H -3.343 2.602 3.705
H -4.334 3.737 4.530
H -4.990 2.927 3.278
H -4.076 1.564 5.935
H -6.977 1.691 4.965
H -6.385 2.673 6.322
H -8.494 0.361 6.023
H -8.233 1.206 7.510
H -7.809 -0.520 7.418
H -3.755 0.252 4.151
H -4.980 -0.339 5.167
C -3.550 0.844 -2.322
C -3.087 2.266 -2.261
C -4.130 3.161 -3.108
O -3.953 2.736 -4.461
C -4.916 3.309 -5.327
N -2.877 2.749 -0.916
H -2.744 0.131 -2.149
H -3.942 0.553 -3.297
H -4.323 0.680 -1.571
H -2.182 2.444 -2.841
H -3.902 4.225 -3.048
H -5.137 3.298 -2.715
H -5.229 2.640 -6.129
H -4.547 4.252 -5.730
H -5.878 3.367 -4.818
H -3.730 2.649 -0.385
H -2.225 2.353 -0.254
C -2.432 -5.391 0.565
C -3.498 -4.305 0.675
C -4.164 -3.846 -0.676
O -3.236 -3.847 -1.811
C -3.820 -3.173 -2.914
N -4.564 -4.774 1.518
H -1.596 -5.092 -0.067
H -2.797 -6.372 0.260
H -2.170 -5.693 1.579
H -3.153 -3.454 1.261
H -4.498 -2.817 -0.542
H -5.020 -4.413 -1.043
H -4.601 -3.783 -3.369
H -3.105 -3.070 -3.730
H -4.102 -2.154 -2.649
H -5.109 -5.457 1.009
H -5.170 -4.071 1.917
C -2.681 9.030 -6.021
C -1.783 7.828 -6.155
C -1.985 6.777 -4.969
O -0.749 6.104 -4.630
C -0.883 5.325 -3.369
N -1.974 7.337 -7.492
H -2.258 9.817 -6.646
H -2.815 9.495 -5.045
H -3.692 8.746 -6.315
H -0.790 8.258 -6.026
H -2.658 5.944 -5.173
H -2.355 7.187 -4.029
H -1.772 5.476 -2.757
H -0.027 5.264 -2.697
H -0.792 4.277 -3.654
H -1.492 6.481 -7.727
H -2.949 7.130 -7.652

=====

Record 2
152
Properties=species:S:1:pos:R:3 method="wB97M-V/def2-TZVPD" lumo_ev=0.481 relative_energy_kcal_mol=2.4 e_homo_ev=-8.319 gap_ev=8.80 total_charge=0 multiplicity=1 e_tot_ha=-2516.2099
C -3.659 4.305 0.344
C -2.799 5.268 -0.473
C -2.268 6.281 0.421
O -1.742 4.414 -1.084
H -3.032 3.729 1.006
H -4.146 3.643 -0.388
H -4.453 4.906 0.803
H -3.386 5.633 -1.291
H -3.100 6.826 0.835
H -1.696 7.054 -0.045
H -1.683 5.792 1.218
H -1.080 5.034 -1.355
C -2.885 -4.317 -1.276
C -2.140 -3.866 -2.555
C -2.715 -4.559 -3.810
O -2.009 -2.511 -2.848
H -2.447 -3.886 -0.345
H -2.788 -5.406 -1.256
H -3.995 -4.132 -1.336
H -1.127 -4.251 -2.459
H -2.077 -4.242 -4.627
H -3.718 -4.074 -3.960
H -2.760 -5.656 -3.826
H -2.022 -1.929 -1.991
C 4.964 0.839 -0.091
C 4.087 0.188 0.913
C 2.750 -0.330 0.373
O 4.854 -0.890 1.573
H 5.814 1.344 0.485
H 4.470 1.538 -0.744
H 5.503 0.102 -0.677
H 3.808 0.850 1.707
H 2.137 -0.649 1.184
H 2.987 -1.095 -0.412
H 2.307 0.543 -0.107
H 4.862 -1.647 0.990
C 1.824 0.285 4.452
C 2.090 1.737 4.782
C 3.542 2.136 4.748
O 1.486 2.543 3.712
H 0.736 0.142 4.482
H 2.269 -0.419 5.160
H 2.223 0.099 3.440
H 1.572 1.953 5.713
H 4.227 1.595 5.422
H 3.651 3.210 4.840
H 3.853 1.838 3.725
H 0.539 2.726 3.828
C 2.117 4.427 0.564
C 1.574 5.836 0.696
C 2.379 6.690 1.654
O 1.516 6.551 -0.514
H 1.495 3.786 -0.032
H 2.201 3.952 1.532
H 3.125 4.463 0.178
H 0.614 5.872 1.129
H 3.415 6.715 1.382
H 2.296 6.215 2.670
H 2.057 7.744 1.719
H 2.432 6.771 -0.798
C -1.616 2.598 -4.695
C -2.416 1.776 -3.796
C -2.599 0.338 -4.255
O -1.763 1.707 -2.521
H -1.264 3.542 -4.227
H -2.214 2.842 -5.595
H -0.678 2.135 -4.989
H -3.442 2.236 -3.765
H -1.680 -0.182 -4.497
H -3.160 0.284 -5.179
H -3.033 -0.272 -3.477
H -1.527 2.601 -2.234
C -1.042 1.088 0.977
C -0.986 -0.260 0.290
C -1.390 -1.395 1.178
O -2.019 -0.268 -0.765
H -2.069 1.362 1.362
H -0.795 1.857 0.168
H -0.340 1.339 1.737
H -0.058 -0.449 -0.234
H -2.335 -1.125 1.680
H -0.632 -1.457 1.966
H -1.456 -2.233 0.530
H -1.807 0.442 -1.352
C -6.657 -0.578 -0.254
C -5.277 -1.142 -0.329
C -5.156 -2.243 0.809
O -5.303 -1.648 2.111
C -4.979 -2.464 3.166
N -5.053 -1.791 -1.615
H -6.951 -0.250 0.690
H -7.337 -1.401 -0.556
H -6.680 0.218 -0.961
H -4.514 -0.399 -0.034
H -4.242 -2.878 0.766
H -5.957 -2.993 0.616
H -5.390 -3.528 3.007
H -5.328 -1.973 4.062
H -3.887 -2.583 3.283
H -5.593 -1.345 -2.329
H -4.138 -1.704 -1.967
C 1.841 -0.681 -3.268
C 2.326 -1.979 -3.990
C 1.669 -3.210 -3.370
O 2.146 -4.359 -4.074
C 1.656 -5.627 -3.518
N 2.108 -1.981 -5.496
H 1.759 -0.856 -2.222
H 0.835 -0.421 -3.550
H 2.530 0.141 -3.426
H 3.417 -2.018 -3.840
H 0.559 -3.178 -3.454
H 1.907 -3.198 -2.302
H 0.719 -5.911 -3.981
H 1.507 -5.513 -2.400
H 2.339 -6.460 -3.713
H 1.254 -1.527 -5.869
H 2.486 -2.785 -6.013
C -3.447 2.359 5.837
C -2.111 1.942 5.204
C -2.234 0.712 4.264
O -2.867 -0.414 4.891
C -1.988 -1.214 5.761
N -1.446 3.015 4.374
H -3.766 1.484 6.477
H -4.182 2.561 5.059
H -3.388 3.272 6.478
H -1.382 1.616 5.910
H -1.247 0.410 3.836
H -2.811 0.972 3.396
H -1.385 -0.733 6.502
H -1.263 -1.779 5.130
H -2.610 -1.956 6.256
H -1.461 3.935 4.894
H -2.162 3.319 3.746
C 6.696 -2.017 -2.823
C 6.874 -3.544 -2.826
C 6.655 -4.079 -1.449
O 5.407 -3.487 -0.960
C 4.763 -4.221 0.118
N 6.045 -4.235 -3.796
H 6.887 -1.623 -3.795
H 7.375 -1.500 -2.166
H 5.668 -1.802 -2.450
H 7.909 -3.750 -3.095
H 7.519 -3.784 -0.779
H 6.526 -5.175 -1.471
H 4.881 -5.287 -0.035
H 3.725 -3.805 0.120
H 5.189 -3.919 1.129
H 6.219 -5.212 -3.753
H 5.070 -4.013 -3.648